(1)
Density functional theory data (ωB97M-V with the def2-TZVPD basis set) for C4H7N3 in the gas phase at a distorted geometry.

XYZ file:
```
14
C4H7N3 (ωB97M-V with the def2-TZVPD basis set)
N 0.017 -0.646 1.061
N 2.165 -0.836 0.255
N 1.350 0.423 -2.148
C -0.930 -1.471 0.761
C -0.602 1.479 -0.986
C 1.046 -0.275 0.122
C 0.610 0.582 -1.187
H -0.060 -0.091 1.909
H -1.785 -1.591 1.413
H 2.683 -0.516 -0.580
H -0.856 -2.022 -0.170
H -0.250 2.458 -0.643
H -1.123 1.620 -1.935
H -1.312 1.109 -0.238
```

Values from the calculation:
- ΔE to the lowest compared entry with this formula, charge and spin: 4.131 eV
- Net charge: 0
- Gap between HOMO and LUMO (alpha / beta): 0.356 / 0.201 hartree

Löwdin atomic charge list, values in e, 6 entries: atom 1 (N): -0.05, atom 2 (N): 0.17, atom 3 (N): 0.19, atom 4 (C): -0.04, atom 5 (C): -0.05, atom 6 (C): -0.35

---

(2)
Density functional theory data (ωB97M-V with the def2-TZVPD basis set) for C2H4N4 as an isolated structure.

XYZ file:
```
10
C2H4N4 (ωB97M-V with the def2-TZVPD basis set)
N -1.554 0.657 -0.567
N -0.512 1.191 -1.005
N -1.412 -0.414 0.249
N 1.528 -0.692 -0.198
C 0.483 -0.424 0.556
C -0.497 -0.285 1.354
H -0.766 -0.237 2.404
H 1.597 -0.177 -1.067
H 1.957 -1.605 -0.154
H -0.824 1.987 -1.572
```

Values from the calculation:
- ΔE to the lowest compared entry with this formula, charge and spin: 5.549 eV
- Net charge: 0
- Gap between HOMO and LUMO (alpha / beta): 0.332 / 0.332 hartree

Löwdin atomic charge list, values in e, 6 entries: atom 1 (N): -0.15, atom 2 (N): 0.01, atom 3 (N): -0.05, atom 4 (N): 0.12, atom 5 (C): -0.16, atom 6 (C): -0.14

---

(3)
Density functional theory data (ωB97M-V with the def2-TZVPD basis set) for C11H7BaF6NO4S5 as an isolated structure at a distorted geometry.

XYZ file:
```
35
C11H7BaF6NO4S5 (ωB97M-V with the def2-TZVPD basis set)
Ba -1.620 0.327 -0.972
S -5.421 -0.370 -3.253
S -4.955 -0.297 -1.270
S -2.257 -0.247 -4.229
S 1.952 0.951 0.950
S -3.903 -1.446 -4.182
F -3.333 -2.779 3.303
F -1.465 -1.197 4.188
F -1.747 0.729 3.231
F -4.116 -0.749 3.200
F -4.344 -2.095 1.519
F -0.040 -0.496 2.731
O -2.412 -0.301 0.869
O 0.348 0.060 -2.202
O 2.614 -0.086 1.697
O 1.525 2.118 1.677
N 0.782 0.357 0.003
C -1.385 -2.431 1.344
C 4.247 2.128 -0.407
C 2.410 1.091 -1.561
C 1.087 0.436 -1.288
C 4.825 2.396 -1.643
C -1.355 -0.533 3.001
C -3.499 -1.703 2.471
C -2.165 -1.194 1.835
C 4.196 2.012 -2.825
C 3.037 1.467 -0.392
C 2.974 1.354 -2.796
H -1.163 -3.121 2.156
H -1.990 -2.927 0.584
H -0.454 -2.080 0.898
H 4.727 2.425 0.517
H 2.456 1.053 -3.698
H 5.776 2.911 -1.682
H 4.667 2.235 -3.775
```

Values from the calculation:
- Net charge: -2
- Gap between HOMO and LUMO: 0.148 hartree

Löwdin atomic charge list, values in e, 6 entries: atom 1 (Ba): 1.87, atom 2 (S): -0.36, atom 3 (S): -0.33, atom 4 (S): -0.38, atom 5 (S): 0.62, atom 6 (S): -0.36

---

(4)
Density functional theory data (ωB97M-V with the def2-TZVPD basis set) for C5H8O in the gas phase at a distorted geometry.

XYZ file:
```
14
C5H8O (ωB97M-V with the def2-TZVPD basis set)
O -1.239 -0.752 0.691
C 1.063 -0.969 -0.138
C -1.522 0.636 0.410
C -0.342 0.659 -0.553
C -0.403 -0.876 -0.484
C 1.098 0.504 0.263
H 1.624 -1.141 -1.065
H 0.230 1.384 -1.073
H -0.845 -1.586 -1.191
H 2.006 1.046 -0.095
H -1.403 1.302 1.267
H -2.560 0.715 0.037
H 0.949 0.763 1.305
H 1.342 -1.684 0.626
```

Values from the calculation:
- ΔE to the lowest compared entry with this formula, charge and spin: 3.452 eV
- Net charge: 0
- Gap between HOMO and LUMO: 0.387 hartree

Löwdin atomic charge list, values in e, 6 entries: atom 1 (O): -0.09, atom 2 (C): -0.14, atom 3 (C): -0.14, atom 4 (C): -0.14, atom 5 (C): -0.28, atom 6 (C): -0.12

---

(5)
Density functional theory data (ωB97M-V with the def2-TZVPD basis set) for C4H8O2 in the gas phase at a distorted geometry.

XYZ file:
```
14
C4H8O2 (ωB97M-V with the def2-TZVPD basis set)
O 0.603 -0.282 0.551
O 2.027 -1.455 -0.683
C -0.424 -0.044 -0.483
C 1.797 -0.690 0.216
C 0.179 1.638 0.074
C -1.645 -0.894 -0.013
H 2.549 -0.241 0.892
H 0.554 2.047 -0.845
H -0.711 2.057 0.495
H -2.451 -1.027 -0.749
H 0.998 1.812 0.857
H -1.297 -1.919 0.235
H -0.095 -0.521 -1.445
H -2.084 -0.483 0.896
```

Values from the calculation:
- ΔE to the lowest compared entry with this formula, charge and spin: 4.287 eV
- Net charge: 0
- Gap between HOMO and LUMO: 0.364 hartree

Löwdin atomic charge list, values in e, 6 entries: atom 1 (O): -0.18, atom 2 (O): 0.07, atom 3 (C): -0.16, atom 4 (C): -0.40, atom 5 (C): 0.04, atom 6 (C): -0.06

---

(6)
Density functional theory data (ωB97M-V with the def2-TZVPD basis set) for C41H53BrCl4FeI2N3O4Si as an isolated structure.

XYZ file:
```
110
C41H53BrCl4FeI2N3O4Si (ωB97M-V with the def2-TZVPD basis set)
I 1.656 -1.932 6.779
I 0.160 -4.944 1.829
Br 1.506 1.178 0.270
Fe -1.372 -0.191 0.521
Cl -5.805 4.052 -1.933
Cl -4.458 -1.073 -3.166
Cl -6.286 1.464 -3.633
Cl -3.464 4.084 0.205
Si 3.667 1.220 -0.484
O -2.375 -0.595 -1.094
O -0.645 -1.930 0.995
O 0.078 -1.026 -1.636
O -1.927 1.529 0.262
N -5.205 -1.165 1.864
N -0.604 0.308 2.306
N -2.975 -0.903 1.316
C -0.568 -1.375 -3.858
C -0.128 -0.779 2.964
C -0.047 1.665 4.164
C 4.650 0.938 1.156
C -2.950 1.588 -0.607
C 0.402 -0.701 4.264
C 0.428 0.584 4.851
C -3.761 2.692 -0.779
C 3.376 -1.550 -1.160
C 3.804 -0.205 -1.775
C 0.775 -3.083 4.152
C -0.795 -0.016 -4.067
C -6.212 -1.178 4.158
C 2.851 3.208 -2.385
C -1.067 0.455 -5.340
C -0.864 -1.779 -6.212
C 0.858 -1.909 4.851
C 5.246 3.277 -1.705
C 3.818 2.999 -1.207
C -0.609 -2.255 -4.933
C -4.067 -0.428 1.818
C -4.206 0.388 -2.277
C 0.253 -3.134 2.847
C 5.228 -0.379 -2.328
C -0.306 -1.832 -2.462
C -4.800 2.664 -1.720
C -3.174 0.412 -1.347
C -4.085 0.963 2.363
C -0.566 1.492 2.868
C 4.405 2.090 2.145
C 3.463 4.071 -0.162
C -1.098 -0.427 -6.413
C -5.013 1.516 -2.468
C -0.193 -1.992 2.207
C 4.207 -0.353 1.868
C 2.886 0.067 -2.979
C -5.274 -2.467 1.197
C -6.342 -0.768 2.695
C -4.674 -3.628 1.986
C -0.570 -3.266 -2.100
C 6.168 0.845 0.928
H -4.794 -2.370 0.219
H 4.215 4.163 0.619
H 5.594 0.515 -2.832
H 2.495 3.888 0.306
H -7.032 -0.754 4.739
H 4.811 1.802 3.121
H 1.875 0.347 -2.688
H -1.263 1.508 -5.497
H -0.770 0.650 -3.217
H 3.257 -2.274 -1.973
H 0.830 0.702 5.849
H 1.832 2.896 -2.149
H -4.913 1.532 1.944
H -0.887 -2.464 -7.049
H -6.327 -2.661 0.997
H 5.555 2.587 -2.490
H -4.790 -4.554 1.421
H 4.132 -1.950 -0.489
H -3.156 1.466 2.098
H 3.295 0.832 -3.634
H -0.942 2.316 2.276
H -4.191 0.945 3.449
H 0.186 -3.911 -2.558
H 4.635 -0.357 2.875
H 4.916 3.003 1.846
H -3.023 -1.854 0.979
H 6.578 1.740 0.460
H -7.228 -1.224 2.256
H -3.609 -3.492 2.183
H -1.310 -0.059 -7.409
H -0.025 2.655 4.597
H 5.291 4.287 -2.125
H 1.120 -4.002 4.606
H -0.521 -3.370 -1.020
H -0.440 -3.314 -4.778
H -6.242 -2.261 4.274
H 5.980 3.230 -0.900
H 3.170 2.690 -3.285
H 5.949 -0.659 -1.562
H -5.175 -3.754 2.945
H 2.424 -1.494 -0.630
H -1.546 -3.576 -2.478
H -5.274 -0.820 4.585
H -6.484 0.308 2.618
H 2.812 -0.851 -3.571
H 6.665 0.728 1.897
H 6.446 -0.014 0.322
H 5.217 -1.185 -3.070
H 2.822 4.276 -2.623
H 3.408 5.039 -0.670
H 4.567 -1.247 1.367
H 3.344 2.312 2.278
H 3.121 -0.430 1.968
```

Values from the calculation:
- ΔE to the lowest compared entry with this formula, charge and spin: 0.000 eV
- Net charge: 0
- <S²>: 0.80
- 2S+1: 2
- Gap between HOMO and LUMO (alpha / beta): 0.252 / 0.256 hartree

Löwdin atomic charge list, values in e, 6 entries: atom 1 (I): 0.91, atom 2 (I): 0.93, atom 3 (Br): 0.69, atom 4 (Fe): 0.71, atom 5 (Cl): 0.66, atom 6 (Cl): 0.70